No. 1
Formula: C11H16N4O4
Source: the OMol25 dataset
Level of theory: ωB97M-V/def2-TZVPD

Properties
SMILES = CCc1nc2c(c(=O)n(C)c(=O)n2C)n1OCCO
frontier orbital gap = 9.31 eV
HOMO = -8.65 eV
relative energy (zero: lowest compared OMol25 entry of this formula, charge and spin) = 293.5 kJ/mol

Structure (XYZ):
```
35
C11H16N4O4 ωB97M-V/def2-TZVPD
C 3.25091 2.13463 0.22228
C 1.91538 2.55400 -0.55958
C 0.96433 1.33530 -0.79504
N 0.80342 0.50588 -1.78030
C 0.16049 -0.57299 -1.30138
C -0.12885 -0.38665 -0.05804
C -0.81074 -1.46972 0.60659
O -1.32412 -1.23657 1.71933
N -0.88978 -2.71261 0.04447
C -1.59057 -3.85132 0.64125
C -0.40659 -2.84884 -1.21248
O -0.39892 -3.99662 -1.60610
N -0.09862 -1.72052 -1.94637
C -0.06474 -1.83965 -3.37108
N 0.39642 0.78027 0.31919
O 0.43473 1.23986 1.66818
C -0.34089 2.27078 2.31808
C -1.73324 2.38217 1.71918
O -2.45574 1.16124 2.01715
H 3.06294 1.96390 1.24644
H 3.99313 3.01405 0.22531
H 3.64046 1.32103 -0.36247
H 1.40297 3.26525 0.10058
H 2.13300 3.04775 -1.48624
H -0.92589 -4.63359 0.80671
H -2.43495 -4.23572 0.03272
H -2.15439 -3.66128 1.63693
H 0.23338 -2.79817 -3.82300
H 0.69424 -1.17038 -3.70777
H -1.04535 -1.40867 -3.73753
H -0.50031 2.09705 3.30279
H 0.09681 3.30089 2.31329
H -2.34448 3.14086 2.33210
H -1.78755 2.53971 0.65886
H -1.74687 0.48870 1.81598
```

No. 2
Formula: C8H8N2O2
Source: the OMol25 dataset
Level of theory: ωB97M-V/def2-TZVPD

Properties
SMILES = CC1=C[C@@H]2C(=O)[C@@H]2[N+]([O-])=C2CN12
frontier orbital gap = 8.31 eV
HOMO = -7.92 eV
relative energy (zero: lowest compared OMol25 entry of this formula, charge and spin) = 752.8 kJ/mol

Structure (XYZ):
```
20
C8H8N2O2 ωB97M-V/def2-TZVPD
C -1.30654 -2.00497 1.24591
C -0.73379 -0.64446 0.88230
C -1.39373 0.49338 0.57990
C -0.75728 1.69294 -0.14271
C -0.57465 1.79234 -1.60157
O -1.02557 1.47383 -2.64533
C 0.62877 1.96260 -0.77999
N 1.68216 0.98613 -0.96555
O 2.70349 1.33831 -1.64983
C 1.56044 0.00488 -0.14731
C 1.77589 -1.43729 -0.07683
N 0.64106 -0.69579 0.60708
H -2.03423 -2.29231 0.54256
H -1.89536 -1.96959 2.19964
H -0.51906 -2.67390 1.24980
H -2.38336 0.44083 0.93229
H -1.18792 2.56378 0.48145
H 0.88850 2.88305 -0.52815
H 1.43237 -1.99093 -0.88724
H 2.49881 -1.92282 0.70359
```

No. 3
Formula: C7H15ClNO
Source: the OMol25 dataset
Level of theory: ωB97M-V/def2-TZVPD

Properties
frontier orbital gap = 10.74 eV
charge = +1
HOMO = -14.14 eV

Structure (XYZ):
```
25
C7H15ClNO ωB97M-V/def2-TZVPD
C -3.17956 -0.69781 -1.96293
C -2.58445 -0.07211 -1.02186
C 2.39975 -2.08200 0.55510
C -1.14991 1.15187 1.12016
C 0.65206 1.94492 -0.17444
C 0.60630 -0.42862 0.64464
C 2.01158 -0.63812 0.17379
N -0.18795 0.73632 0.08009
O -0.75556 0.30153 -1.17831
Cl 2.27928 -0.31628 -1.61727
H -4.18405 -0.90133 -2.02897
H -2.74190 -1.14700 -2.87538
H -2.76353 0.40773 -0.16374
H 1.94175 -2.68233 -0.21934
H 3.49190 -2.17781 0.72414
H 1.91220 -2.35102 1.51445
H -0.48723 1.36591 1.98168
H -1.57021 2.03933 0.80017
H -1.83339 0.47385 1.55283
H 1.61243 1.65115 -0.59238
H 0.18166 2.58911 -0.90563
H 0.88071 2.53383 0.76863
H 0.67875 -0.27166 1.70346
H -0.02564 -1.36291 0.33321
H 2.81500 -0.06656 0.78789
```

No. 4
Formula: CH5N3
Source: the OMol25 dataset
Level of theory: ωB97M-V/def2-TZVPD

Properties
SMILES = N=C(N)N
frontier orbital gap = 10.30 eV
HOMO = -9.43 eV
relative energy (zero: lowest compared OMol25 entry of this formula, charge and spin) = 50.7 kJ/mol

Structure (XYZ):
```
9
CH5N3 ωB97M-V/def2-TZVPD
N -0.92614 -0.90646 -0.94791
C -0.20765 -0.22954 -0.15619
N 1.00664 -0.73969 0.27728
N -0.53401 1.02950 0.39413
H -1.85239 -0.50125 -0.96710
H 1.76274 -0.09334 0.42810
H 1.32042 -1.51723 -0.28850
H -0.32454 1.87386 -0.10410
H -0.24507 1.08415 1.36431
```

No. 5
Formula: C17H35BIrNO4P2
Source: the OMol25 dataset
Level of theory: ωB97M-V/def2-TZVPD

Properties
<S²> = 8.76
multiplicity = 6
frontier orbital gap (alpha / beta) = 5.45 / 4.23 eV
charge = +3
HOMO (alpha / beta) = -15.26 / -18.42 eV

Structure (XYZ):
```
61
C17H35BIrNO4P2 ωB97M-V/def2-TZVPD
Ir 0.28949 -0.29598 -0.64299
P 0.88369 1.80252 -1.06105
C 1.45978 1.47782 -2.78677
C 2.37039 0.27352 -2.77062
N 1.98844 -0.70696 -1.93043
C 2.64204 -1.88765 -1.86546
C 3.77622 -2.09733 -2.65601
C 4.19778 -1.09325 -3.51469
C 3.50599 0.10640 -3.56983
C 2.06382 -2.96023 -0.96907
P 0.34563 -2.49340 -0.45643
H 3.78473 0.93019 -4.22045
H 4.28571 -3.06462 -2.55422
H 5.05943 -1.25967 -4.15213
H 2.05305 -3.91673 -1.51840
H 2.70134 -3.09576 -0.06928
H 0.50051 1.21346 -3.32602
H 1.94768 2.35891 -3.20159
H -1.96307 -0.51812 -3.04246
O -1.25571 0.09398 -3.40378
H -1.45178 0.13311 -4.35747
H -2.67934 -1.27180 -1.24642
O -3.08571 -1.34593 -2.13280
H -3.94654 -1.81811 -2.10033
C -0.61995 -3.14951 -1.85838
H -0.30994 -4.17811 -2.05287
H -1.69440 -3.09752 -1.63744
H -0.42459 -2.52202 -2.74938
C -0.00266 -3.31667 1.08756
H -1.04744 -3.13855 1.32891
H 0.17484 -4.39803 1.00641
H 0.62315 -2.89560 1.87879
C 2.20219 2.56695 -0.08814
H 2.67546 3.38453 -0.65691
H 1.77996 2.95327 0.84774
H 2.96877 1.81728 0.15990
C -0.43719 3.00420 -1.33429
H -1.09013 2.99237 -0.45410
H 0.00938 4.00453 -1.48431
H -1.00732 2.68755 -2.22603
C -2.98332 2.20519 2.69907
C -1.58851 1.65270 2.50000
C -0.55732 2.72820 2.84103
O -1.50259 1.29629 1.11541
B -0.64401 0.18439 1.03382
O -0.41728 -0.40476 2.29318
C -1.30151 0.27013 3.20419
C -0.63631 0.36244 4.55648
C -2.57330 -0.54111 3.37451
H -3.13139 2.46165 3.74814
H -3.75527 1.48565 2.39984
H -3.12083 3.12549 2.11662
H -0.68095 3.59002 2.17064
H -0.73226 3.09158 3.86403
H 0.46785 2.33918 2.77432
H -1.27208 0.87454 5.28734
H -0.46603 -0.63949 4.95751
H 0.32160 0.88741 4.53982
H -3.15255 -0.60529 2.44968
H -2.33071 -1.54956 3.71835
H -3.21692 -0.09369 4.13727
```

Number 1: maximum force 5.64 eV Å⁻¹, calculated total energy -948.636483 Eh. Number 2: maximum force 4.33 eV Å⁻¹, calculated total energy -569.357008 Eh. Number 3: maximum force 4.48 eV Å⁻¹, calculated total energy -865.457376 Eh. Number 4: maximum force 1.29 eV Å⁻¹, calculated total energy -205.371791 Eh. Number 5: maximum force 5.42 eV Å⁻¹, calculated total energy -1835.250487 Eh.